ORCA calculation (ωB97M-V/def2-TZVPD) on a structure of composition C12H10N2O5Zn in a non-equilibrium geometry.

Structure (XYZ):
```
30
Properties=species:S:1:pos:R:3:nbo_charge:R:1
Zn -0.01984 -0.66072 -1.36034 1.5369
C -0.23242 0.76441 0.93956 0.4279
O -0.28554 1.39485 1.89365 -0.3878
C -0.03413 2.23832 -1.26852 0.4265
O -0.02589 3.31359 -0.87594 -0.3757
C -2.04611 0.00733 -1.19918 0.4046
O -3.00956 0.58960 -1.40476 -0.3210
C 1.93710 0.04330 -0.99343 0.4015
O 2.90932 0.65660 -0.94867 -0.3123
C 0.01136 -1.58706 -3.14999 -0.5599
H 0.94344 -2.17555 -3.27440 0.2914
H -0.92389 -2.16256 -3.28734 0.2906
C 0.01851 -0.19406 -3.35355 -0.5104
H -0.89372 0.31988 -3.72977 0.2835
H 0.93724 0.32225 -3.71431 0.2860
N -0.43202 -4.68794 5.18792 -0.7917
C 0.45316 -4.78972 4.15162 0.6217
O 1.32722 -5.64696 4.09731 -0.5453
C 0.27255 -3.81050 3.04682 -0.0460
C -0.88509 -3.06878 2.80649 -0.1957
C -0.97682 -2.29058 1.65020 0.0215
N -0.00754 -2.23994 0.72343 -0.5645
C 1.12683 -2.90386 0.97711 0.0271
C 1.29119 -3.71696 2.11235 -0.1712
H -0.24553 -5.30325 5.96285 0.4319
H -1.03558 -3.89548 5.32500 0.3980
H -1.73774 -3.16006 3.46226 0.2462
H -1.83110 -1.63191 1.50032 0.2018
H 1.97649 -2.79750 0.29114 0.2022
H 2.15924 -4.34692 2.24778 0.2820
```

Results
Kohn-Sham gap ... 5.66 eV
Total charge ... +2



ORCA calculation (ωB97M-V/def2-TZVPD) on a cluster of 2 separate species, C12H10N3 in total in a non-equilibrium geometry.

Structure (XYZ):
```
25
Properties=species:S:1:pos:R:3:nbo_charge:R:1
C -0.48417 1.31939 3.61563 -0.1551
C 1.36232 -2.72095 -2.56855 -0.2020
C -1.32897 0.39240 3.00357 -0.2104
C 0.34029 2.15209 2.82343 -0.1827
C 0.76875 -1.78730 -3.34996 -0.1469
C 1.28137 -2.57214 -1.20243 -0.1365
C -1.52385 0.42574 1.68212 -0.1909
C 0.35618 1.95741 1.45277 -0.2328
C 0.21656 -0.66338 -2.86926 -0.3665
C 0.71824 -1.38540 -0.63840 -0.3386
C -0.62973 1.20352 0.90670 0.0683
C 0.29942 -0.50680 -1.55144 0.4483
N -1.55413 2.72951 -2.03389 0.0911
N -1.21196 1.98777 -1.25399 0.2563
N -0.99019 1.12748 -0.44587 -0.2545
H -0.42339 1.34209 4.74796 0.2418
H 1.88850 -3.38665 -3.22344 0.2616
H -1.98430 -0.13025 3.72473 0.2414
H 1.11654 2.72389 3.26467 0.2333
H 0.74314 -2.02521 -4.51330 0.2590
H 1.73308 -3.26654 -0.46968 0.2579
H -2.15653 -0.17937 1.13272 0.2307
H 1.13522 2.61252 0.97464 0.2498
H -0.30282 0.00067 -3.61577 0.2939
H 0.63046 -1.35048 0.40702 0.2836
```

Results
Relative energy (zero: lowest compared OMol25 entry of this formula, charge and spin) ... 0.0 kJ/mol
Kohn-Sham gap (alpha / beta) ... 6.69 / 6.69 eV
Total charge ... +1



ORCA calculation (ωB97M-V/def2-TZVPD) on a structure of composition C12H11N2O4STa.

Structure (XYZ):
```
31
Properties=species:S:1:pos:R:3:nbo_charge:R:1
Ta 0.67840 -0.06239 -0.89824 2.5421
O 2.86962 -0.78341 -3.92591 -0.7308
S 1.97048 -0.58039 -2.88649 2.5025
O 1.48960 -1.71390 -1.98856 -0.9206
O 0.63699 0.10064 -3.06805 -0.9091
O 2.44453 0.34900 -1.65803 -0.8777
C 1.10550 0.13889 2.11270 -0.2753
N 0.81772 0.89582 0.86944 -0.6801
C 0.25379 2.13825 0.93204 0.1851
C -0.52553 2.47897 -0.13305 0.0109
C -1.16829 3.65585 -0.58603 -0.0391
C -1.67520 3.38527 -1.84190 -0.2636
C -1.31091 2.07354 -2.16500 0.1843
N -0.64426 1.48575 -1.14494 -0.6880
C 0.35649 -1.15130 1.86517 0.1973
C -0.72930 -1.57907 2.58493 -0.2597
C -1.46398 -2.67969 2.12423 -0.0238
C -1.14077 -3.34747 0.94425 -0.2287
C -0.03264 -2.95632 0.22166 -0.0424
C 0.71417 -1.82306 0.65029 -0.6361
H 0.72533 0.67982 2.97773 0.2458
H 2.17861 -0.01777 2.23717 0.2548
H 0.42126 2.77548 1.79408 0.2599
H -1.24247 4.58196 -0.03621 0.2741
H -2.23547 4.05188 -2.47674 0.2833
H -1.50886 1.53786 -3.08195 0.2609
H -1.02266 -1.07884 3.49861 0.2598
H -2.31408 -3.01798 2.70385 0.2612
H -1.72706 -4.19835 0.62661 0.2695
H 0.29199 -3.51419 -0.64753 0.2679
H 1.78699 -1.82485 0.39587 0.3156
```

Results
Relative energy (zero: lowest compared OMol25 entry of this formula, charge and spin) ... 0.0 kJ/mol
Kohn-Sham gap ... 7.06 eV
Total charge ... +2



- Look up the total charge of the second one.
  +1



- What is the total charge in the first record?
  +2



- total charge of number 3 (C12H11N2O4STa)?
  +2



What did the second record say?
ORCA calculation (ωB97M-V/def2-TZVPD) on a cluster of 2 separate species, C12H10N3 in total in a non-equilibrium geometry.

Structure (XYZ):
```
25
Properties=species:S:1:pos:R:3:nbo_charge:R:1
C -0.48417 1.31939 3.61563 -0.1551
C 1.36232 -2.72095 -2.56855 -0.2020
C -1.32897 0.39240 3.00357 -0.2104
C 0.34029 2.15209 2.82343 -0.1827
C 0.76875 -1.78730 -3.34996 -0.1469
C 1.28137 -2.57214 -1.20243 -0.1365
C -1.52385 0.42574 1.68212 -0.1909
C 0.35618 1.95741 1.45277 -0.2328
C 0.21656 -0.66338 -2.86926 -0.3665
C 0.71824 -1.38540 -0.63840 -0.3386
C -0.62973 1.20352 0.90670 0.0683
C 0.29942 -0.50680 -1.55144 0.4483
N -1.55413 2.72951 -2.03389 0.0911
N -1.21196 1.98777 -1.25399 0.2563
N -0.99019 1.12748 -0.44587 -0.2545
H -0.42339 1.34209 4.74796 0.2418
H 1.88850 -3.38665 -3.22344 0.2616
H -1.98430 -0.13025 3.72473 0.2414
H 1.11654 2.72389 3.26467 0.2333
H 0.74314 -2.02521 -4.51330 0.2590
H 1.73308 -3.26654 -0.46968 0.2579
H -2.15653 -0.17937 1.13272 0.2307
H 1.13522 2.61252 0.97464 0.2498
H -0.30282 0.00067 -3.61577 0.2939
H 0.63046 -1.35048 0.40702 0.2836
```

Results
Relative energy (zero: lowest compared OMol25 entry of this formula, charge and spin) ... 0.0 kJ/mol
Kohn-Sham gap (alpha / beta) ... 6.69 / 6.69 eV
Total charge ... +1